Formula: C26H21Br2F3N2OPSTc
Source: OMol25
Level of theory: ωB97M-V/def2-TZVPD

Each line ends with the Mulliken spin population.
Geometry (Å):
Tc 1.583 1.272 1.206  1.07
Br 2.127 1.132 3.726  0.00
Br 4.115 1.435 1.426  0.01
S -1.186 1.381 1.466  0.03
P 0.531 -0.927 0.589  -0.01
F -3.889 0.848 -0.658  0.00
F -3.774 3.001 -0.724  0.03
F -3.952 1.881 -2.569  0.01
O 1.248 4.091 2.023  0.00
N 0.952 3.218 1.061  0.02
N 1.308 1.602 -0.796  0.42
C 3.963 1.607 3.369  -0.01
C 0.674 -4.823 -0.540  0.00
C 1.777 1.121 -1.954  0.04
C -1.014 -1.877 4.270  0.00
C 0.153 3.435 0.086  -0.04
C 0.044 2.263 -0.837  0.01
C -1.051 1.182 -0.380  0.28
C -0.803 2.492 -2.109  0.02
C -0.570 -1.210 1.992  -0.01
C 1.092 1.141 -3.134  0.35
C 1.071 -2.491 -0.144  0.02
C -2.466 -0.222 3.307  0.01
C 2.011 -2.469 -1.179  0.00
C -3.399 1.884 -1.370  -0.02
C -1.308 0.689 -3.718  0.08
C -0.259 -1.968 3.100  0.02
C -0.628 -0.238 -0.649  0.04
C -0.261 1.727 -3.344  0.04
C -1.753 -0.313 2.018  0.00
C 0.415 -3.678 0.194  0.01
C -1.919 1.759 -1.418  0.45
C -1.640 -0.360 -2.953  0.04
C 1.587 -4.798 -1.585  0.00
C -2.094 -0.979 4.374  0.00
C -0.922 -0.865 -1.799  0.05
C 2.259 -3.623 -1.902  0.00
H -0.609 -1.899 -1.906  0.00
H -0.171 2.411 -4.195  0.00
H -2.428 -1.008 -3.321  0.01
H -0.376 4.365 -0.088  0.00
H 2.760 0.674 -1.900  0.00
H -3.317 0.442 3.362  0.00
H -0.755 -2.498 5.115  0.00
H 0.785 4.952 1.944  0.00
H -0.308 -3.707 0.994  0.00
H -2.626 -0.904 5.311  0.00
H 1.776 -5.695 -2.156  0.00
H 2.535 -1.557 -1.422  0.00
H 4.644 0.921 3.870  0.00
H 2.974 -3.606 -2.711  0.00
H 0.591 -2.636 3.075  0.00
H 4.134 2.642 3.661  0.00
H 1.554 0.707 -4.010  -0.02
H -2.485 -0.577 1.238  0.01
H -1.840 0.853 -4.644  0.00
H 0.145 -5.734 -0.301  0.00
H -1.003 3.535 -2.363  0.03

Properties
- net charge = +3
- spin multiplicity = 4

***

Formula: C5H15NO
Source: OMol25
Level of theory: ωB97M-V/def2-TZVPD

Each line ends with the Mulliken spin population.
Geometry (Å):
O -0.644 -1.608 -4.666  0.00
N -0.142 0.903 0.462  0.90
C 0.762 1.995 1.019  -0.01
C 0.268 -1.220 1.811  0.00
C 2.316 1.693 0.842  0.07
C -0.505 -0.596 0.639  -0.02
C -1.996 -0.901 0.795  0.06
H 2.983 1.223 1.613  0.00
H -0.874 -1.170 -5.449  0.00
H -0.156 -1.105 -0.255  0.04
H -2.409 -0.017 1.236  -0.01
H -0.532 1.209 -0.492  -0.04
H 0.532 2.956 0.481  0.00
H 1.348 -0.970 1.835  0.00
H 0.616 2.256 2.097  0.03
H -0.180 -0.949 2.799  0.00
H -0.894 -0.837 -3.979  0.00
H -2.208 -1.633 1.591  0.00
H 2.172 0.842 0.089  0.00
H -2.597 -1.188 0.001  0.00
H 2.889 2.418 0.272  0.00
H 0.378 -2.316 1.608  0.00

Properties
- net charge = +1
- spin multiplicity = 2

***

The records above yield relative energy (zero: lowest compared OMol25 entry of this formula, charge and spin) values of 646.3; 216.1 kJ/mol, respectively.